(1)
The following is a DFT calculation (ωB97M-V with the def2-TZVPD basis set) of a 2-piece molecular cluster, C3H10N2O overall.

Results
* gap between HOMO and LUMO: 6.362 eV
* spin multiplicity: 1
* energy above the lowest of the compared OMol25 structures with the same formula, charge and spin: 168.1 kcal per mole
* LUMO: -2.625 eV
* total charge: 0

Each line ends with the Löwdin charge.
CARTESIAN COORDINATES (ANGSTROEM)
C (-1.0996, -0.5121, -0.7454)  -0.22
N (-0.3690, -1.2541, 0.2032)  0.00
C (1.0498, -0.7647, 0.1814)  -0.38
O (1.0254, 0.5871, 0.1382)  -0.17
C (-1.4583, 0.8578, -0.1720)  -0.33
N (-2.2380, 0.8647, 0.9416)  0.15
H (-0.4699, -0.3102, -1.6074)  0.13
H (-1.9802, -1.0585, -1.0206)  0.12
H (4.1347, 0.1594, 0.3167)  0.01
H (1.5051, -1.2126, -0.7099)  0.11
H (1.5157, -1.0827, 1.1073)  0.11
H (4.6533, 0.6837, 0.3681)  0.02
H (-1.8601, 1.5056, -0.9571)  0.12
H (-0.4638, 1.3224, 0.1655)  0.16
H (-0.8029, -1.0568, 1.1160)  0.11
H (-3.1422, 1.2712, 0.6746)  0.06

---

(2)
The following is a DFT calculation (ωB97M-V with the def2-TZVPD basis set) of a 2-piece molecular cluster, C4H7ClN3 overall.

Results
* gap between HOMO and LUMO: 7.264 eV
* spin multiplicity: 1
* energy above the lowest of the compared OMol25 structures with the same formula, charge and spin: 55.7 kcal per mole
* LUMO: -6.608 eV
* total charge: +1

Each line ends with the Löwdin charge.
CARTESIAN COORDINATES (ANGSTROEM)
C (-0.3534, -1.2224, 0.8296)  0.03
C (0.8157, -0.5468, 0.8358)  -0.06
C (-1.2314, 0.8359, -0.1077)  -0.23
C (-1.5738, -0.5826, 0.3450)  -0.05
N (0.0720, 1.2356, -0.3510)  0.11
N (-2.2047, 1.6749, -0.1508)  0.26
N (1.0797, 0.5436, 0.0173)  0.14
Cl (5.4327, 0.6378, -0.1858)  0.34
H (-0.4266, -2.1809, 1.2378)  0.12
H (1.6373, -0.8380, 1.3269)  0.08
H (-2.1916, -1.1364, -0.3813)  0.17
H (-2.1556, -0.4957, 1.1788)  0.12
H (-3.1153, 1.3246, -0.2603)  0.13
H (-2.1541, 2.6867, -0.4204)  0.19
H (4.5582, 1.0768, 0.5253)  -0.34

---

(3)
The following is a DFT calculation (ωB97M-V with the def2-TZVPD basis set) of C7H10 in the gas phase.

Results
* gap between HOMO and LUMO: 9.928 eV
* spin multiplicity: 1
* SMILES string: C[C@@H]1[C@@H]2C=CC[C@H]12
* energy above the lowest of the compared OMol25 structures with the same formula, charge and spin: 29.9 kcal per mole
* LUMO: 1.172 eV
* total charge: 0

Each line ends with the Löwdin charge.
CARTESIAN COORDINATES (ANGSTROEM)
C (-1.8834, 0.5276, 0.0842)  -0.06
C (-1.0175, -0.6842, -0.2157)  -0.25
C (0.1495, -1.0047, 0.7001)  -0.20
C (0.8523, 0.1808, 1.2845)  -0.08
C (1.4440, 0.9319, 0.3532)  -0.09
C (1.2937, 0.3440, -1.0275)  -0.15
C (0.3703, -0.8404, -0.7923)  -0.20
H (-2.3515, 0.9827, -0.7931)  0.07
H (-2.6719, 0.1684, 0.7555)  0.08
H (-1.3807, 1.3359, 0.6273)  0.07
H (-1.6027, -1.5630, -0.5104)  0.13
H (0.1925, -1.9580, 1.2218)  0.13
H (0.9273, 0.3763, 2.3493)  0.10
H (1.9941, 1.8501, 0.5421)  0.10
H (0.8770, 1.0466, -1.7588)  0.11
H (2.2761, 0.0346, -1.4208)  0.11
H (0.5308, -1.7286, -1.3994)  0.13

---

(4)
The following is a DFT calculation (ωB97M-V with the def2-TZVPD basis set) of C4H4N2O3 in the gas phase.

Results
* gap between HOMO and LUMO: 9.308 eV
* spin multiplicity: 1
* SMILES string: O=C1CNC(=O)/C1=N\O
* energy above the lowest of the compared OMol25 structures with the same formula, charge and spin: 52.6 kcal per mole
* LUMO: -0.718 eV
* total charge: 0

Each line ends with the Löwdin charge.
CARTESIAN COORDINATES (ANGSTROEM)
O (-0.8623, 2.3784, 0.4952)  0.11
C (-0.3666, 1.2695, 0.3796)  -0.31
C (0.5721, 0.7190, 1.4424)  -0.03
N (0.9450, -0.6171, 0.8512)  0.13
C (0.3389, -0.9206, -0.2857)  -0.43
O (0.5175, -1.8626, -1.0800)  0.05
C (-0.5589, 0.1906, -0.6426)  -0.13
N (-1.2973, 0.2688, -1.6926)  0.08
O (-1.4927, -0.7870, -2.4399)  0.02
H (-0.0459, 0.6848, 2.3587)  0.14
H (1.4070, 1.3582, 1.5918)  0.12
H (1.5972, -1.2256, 1.2415)  0.13
H (-0.7541, -1.4564, -2.2195)  0.11

---

(5)
The following is a DFT calculation (ωB97M-V with the def2-TZVPD basis set) of C4H11OP in the gas phase.

Results
* gap between HOMO and LUMO: 9.780 eV
* spin multiplicity: 1
* SMILES string: CCP(C)CO
* energy above the lowest of the compared OMol25 structures with the same formula, charge and spin: 42.7 kcal per mole
* LUMO: 1.021 eV
* total charge: 0

Each line ends with the Löwdin charge.
CARTESIAN COORDINATES (ANGSTROEM)
C (-2.1376, 0.7895, 0.6386)  -0.16
C (-1.1581, -0.3841, 0.1068)  -0.46
P (0.4984, -0.3641, 0.8709)  0.83
C (1.1105, -1.8557, 0.0685)  -0.36
C (1.3866, 0.9320, -0.1409)  -0.42
O (2.8521, 1.0278, 0.1668)  -0.17
H (-2.1380, 0.6411, 1.8015)  0.08
H (-1.8593, 1.8815, 0.3956)  0.08
H (-3.1880, 0.5079, 0.3533)  0.06
H (-0.9286, -0.2490, -0.9490)  0.06
H (-1.5766, -1.3479, 0.3005)  0.05
H (2.0405, -2.1960, 0.5665)  0.03
H (1.1810, -1.7155, -1.0743)  0.07
H (0.3550, -2.7526, 0.1802)  0.08
H (1.1543, 2.1052, -0.0463)  0.13
H (1.3020, 0.6875, -1.2115)  0.06
H (2.9496, 0.2325, 0.7251)  0.04

---

(6)
The following is a DFT calculation (ωB97M-V with the def2-TZVPD basis set) of C28H34CoN4P as an isolated structure.

Results
* gap between HOMO and LUMO (spin up / spin down): 7.628 / 7.629 eV
* spin multiplicity: 1
* LUMO (spin up / spin down): -5.778 / -5.777 eV
* total charge: +2

Each line ends with the Löwdin charge.
CARTESIAN COORDINATES (ANGSTROEM)
Co (0.2761, 0.3796, -1.2249)  0.34
N (-1.2262, -0.7838, -1.7390)  0.01
C (-0.8614, -1.8333, -2.7191)  -0.14
C (0.4893, -2.3727, -2.2689)  -0.14
N (1.4144, -1.2220, -2.1073)  -0.20
C (1.8649, -0.8046, -3.4700)  -0.12
C (1.9965, 0.7062, -3.6158)  -0.16
N (0.8241, 1.3098, -2.9532)  0.01
C (2.5455, -1.5041, -1.2156)  -0.15
C (3.2544, -0.1936, -0.9081)  -0.15
N (2.2287, 0.8418, -0.5611)  0.02
H (-1.5187, -1.2624, -0.8863)  0.07
H (-2.0452, -0.2517, -2.0335)  0.13
H (-0.8224, -1.3918, -3.7140)  0.12
H (-1.6277, -2.6102, -2.7404)  0.14
H (0.8902, -3.1044, -2.9751)  0.15
H (0.3820, -2.8658, -1.3020)  0.11
H (1.1066, -1.1324, -4.1786)  0.12
H (2.7872, -1.3249, -3.7431)  0.15
H (2.0567, 0.9901, -4.6677)  0.14
H (2.8930, 1.0975, -3.1473)  0.10
H (0.0561, 1.3848, -3.6143)  0.10
H (1.0138, 2.2756, -2.6969)  0.12
H (3.2384, -2.2362, -1.6425)  0.14
H (2.1409, -1.9306, -0.2957)  0.11
H (3.8582, 0.1405, -1.7460)  0.11
H (3.9415, -0.3241, -0.0705)  0.14
H (2.5621, 1.7668, -0.8222)  0.12
H (2.2202, 0.8638, 0.4545)  0.01
C (-2.7273, -3.8189, 1.4376)  -0.04
C (-1.3594, -3.9205, 1.2091)  -0.05
C (-0.5865, -2.7778, 1.1146)  -0.13
C (-1.1705, -1.5143, 1.2602)  -0.37
C (-2.5428, -1.4214, 1.4986)  -0.06
C (-3.3157, -2.5730, 1.5831)  -0.04
P (-0.1897, -0.0061, 1.0018)  1.14
C (1.1085, -0.0152, 2.2932)  -0.33
C (1.9393, 1.0991, 2.4660)  -0.13
C (2.8532, 1.1517, 3.5031)  -0.05
C (2.9429, 0.1007, 4.4080)  -0.04
C (2.0952, -0.9857, 4.2806)  -0.04
C (1.1821, -1.0434, 3.2365)  -0.07
C (-1.1790, 1.4217, 1.4468)  -0.31
C (-1.5422, 1.7730, 2.7263)  -0.05
C (-2.3947, 2.8708, 2.9172)  -0.04
C (-2.8849, 3.5602, 1.8362)  0.01
C (-2.5208, 3.2214, 0.5137)  -0.15
C (-3.0569, 3.8820, -0.6138)  -0.01
C (-2.6997, 3.4533, -1.8607)  -0.06
C (-1.7482, 2.4245, -2.0314)  -0.11
C (-1.1047, 1.7916, -0.9799)  -0.14
C (-1.5956, 2.1697, 0.3116)  -0.18
H (-3.3280, -4.7149, 1.5116)  0.12
H (-0.8963, -4.8937, 1.1173)  0.12
H (0.4832, -2.8725, 0.9633)  0.10
H (-3.0108, -0.4538, 1.6232)  0.11
H (-4.3766, -2.4914, 1.7732)  0.12
H (1.8201, 1.9877, 1.8508)  0.12
H (3.4771, 2.0265, 3.6225)  0.12
H (3.6528, 0.1451, 5.2220)  0.12
H (2.1337, -1.7914, 5.0007)  0.12
H (0.5245, -1.8963, 3.1670)  0.10
H (-1.1945, 1.2036, 3.5795)  0.12
H (-2.6814, 3.1539, 3.9202)  0.12
H (-3.5703, 4.3840, 1.9878)  0.13
H (-3.7629, 4.6899, -0.4789)  0.13
H (-3.1311, 3.9099, -2.7410)  0.12
H (-1.5813, 2.1621, -3.0731)  0.09